Record 1
30
Properties=species:S:1:pos:R:3 method="wB97M-V/def2-TZVPD" total_energy_ev=-36874.750 largest_force_ev_per_a=5.4 e_lumo_ev=0.60 homo_lumo_gap_ev=8.8
C -2.586 0.644 -1.940
C -1.769 1.595 -1.273
C -2.562 -0.641 -1.420
C -0.859 1.205 -0.311
C -1.778 -1.009 -0.320
C -0.914 -0.068 0.251
C -2.585 -3.214 -0.448
C 0.223 1.153 2.759
C 3.840 -0.449 -0.531
C 2.531 2.007 0.835
O 1.599 -0.315 0.721
O 1.703 1.002 -1.340
O -1.895 -2.203 0.237
P 0.192 -0.555 1.621
S 2.374 0.698 -0.153
H -3.416 0.990 -2.552
H -1.654 2.638 -1.683
H -3.344 -1.325 -1.865
H -0.316 2.013 0.237
H -2.270 -4.219 0.029
H -2.195 -3.442 -1.501
H -3.593 -3.157 -0.316
H 0.836 0.802 3.535
H -0.757 1.456 3.148
H 0.822 1.983 2.374
H 3.145 -1.054 -1.122
H 4.656 -0.042 -1.111
H 4.232 -0.922 0.443
H 2.901 2.786 0.202
H 3.441 1.645 1.493

Record 2
13
Properties=species:S:1:pos:R:3 method="wB97M-V/def2-TZVPD" total_charge=-1 total_energy_ev=-4743.451 largest_force_ev_per_a=4.1 multiplicity=2 e_lumo_ev="4.60 / 4.70" homo_lumo_gap_ev="3.0 / 9.1"
C 0.306 -0.477 0.831
C -0.545 -0.359 -0.465
C -1.115 0.942 -0.867
N 1.750 -0.290 0.878
H 0.334 -1.584 1.088
H -0.143 0.468 1.422
H -1.287 -1.092 -0.164
H 0.115 -0.606 -1.197
H -0.514 1.804 -0.541
H -2.080 1.169 -0.484
H -1.364 0.779 -1.892
H 2.322 0.390 0.582
H 2.222 -1.144 0.808

Record 3
57
Properties=species:S:1:pos:R:3 method="wB97M-V/def2-TZVPD" total_energy_ev=-44511.214 largest_force_ev_per_a=3.2 e_lumo_ev=-2.43 homo_lumo_gap_ev=6.1
C -4.024 2.068 3.308
C -3.281 1.039 2.463
C -2.413 1.696 1.387
C -1.665 0.663 0.536
P -0.548 -0.406 1.552
C 0.102 -1.576 0.261
C -0.282 -3.029 0.565
C 0.291 -3.520 1.897
C -0.082 -4.971 2.191
C 0.865 0.785 1.639
C 2.036 0.238 2.454
C 3.271 1.150 2.397
C 3.873 1.330 1.005
H -4.659 1.570 4.044
H -3.325 2.715 3.846
H -4.663 2.699 2.682
H -2.659 0.398 3.104
H -4.001 0.376 1.969
H -3.051 2.297 0.722
H -1.708 2.400 1.855
H -2.385 -0.029 0.072
H -1.082 1.166 -0.252
H -0.293 -1.268 -0.718
H 1.199 -1.484 0.231
H -1.376 -3.141 0.581
H 0.086 -3.674 -0.247
H 1.385 -3.420 1.872
H -0.062 -2.871 2.710
H 0.362 -5.296 3.134
H -1.167 -5.089 2.269
H 0.278 -5.637 1.401
H 1.151 1.046 0.606
H 0.483 1.704 2.114
H 1.722 0.147 3.505
H 2.303 -0.775 2.121
H 2.990 2.130 2.797
H 4.027 0.738 3.074
H 4.785 1.930 1.070
H 4.141 0.368 0.552
H 3.190 1.847 0.321
O -0.595 -1.293 -6.684
N -0.970 -0.253 -6.123
O -1.983 0.392 -6.487
C -0.242 0.291 -4.981
C -0.670 1.469 -4.379
C -0.018 1.956 -3.220
N -0.446 3.108 -2.465
O -1.262 3.923 -2.929
O 0.063 3.209 -1.312
C 1.059 1.279 -2.659
N 1.483 0.139 -3.293
N 2.538 -0.655 -2.936
N 2.599 -1.611 -3.835
N 1.619 -1.495 -4.766
C 0.904 -0.400 -4.437
H -1.523 2.004 -4.787
H 1.623 1.624 -1.798

Record 4
4
Properties=species:S:1:pos:R:3 method="wB97M-V/def2-TZVPD" total_charge=-1 total_energy_ev=-22022.498 largest_force_ev_per_a=2.7 e_lumo_ev=3.28 homo_lumo_gap_ev=7.1
C -0.036 -0.216 -0.205
O -0.684 -0.390 -1.179
S 1.477 -0.969 0.366
I -0.757 1.575 1.018

Record 5
16
Properties=species:S:1:pos:R:3 method="wB97M-V/def2-TZVPD" total_energy_ev=-8403.325 largest_force_ev_per_a=6.7 e_lumo_ev=0.55 homo_lumo_gap_ev=10.4
O -2.612 0.399 1.851
C -1.803 -0.087 1.099
C -1.081 0.901 0.213
C -0.361 0.221 -0.899
C 1.079 0.673 -1.029
H -1.529 -1.125 1.024
H -1.871 1.775 -0.043
H -0.492 1.458 0.941
H -0.336 -0.881 -0.838
H -0.979 0.376 -1.820
H 1.286 1.587 -0.505
H 1.522 0.794 -1.972
H 1.748 -0.017 -0.672
H 2.053 -2.399 1.439
H 1.193 -1.829 0.445
O 2.183 -1.847 0.766

Record 6
29
Properties=species:S:1:pos:R:3 method="wB97M-V/def2-TZVPD" total_charge=-2 total_energy_ev=-317475.127 largest_force_ev_per_a=1.3 e_lumo_ev=4.06 homo_lumo_gap_ev=6.0
Pb -0.118 -0.134 0.021
Br 5.112 4.600 -1.791
C 3.533 3.840 -1.062
C 2.735 4.566 -0.201
Br 3.193 6.343 0.280
C 1.597 3.968 0.335
Br 0.467 4.908 1.544
C 1.220 2.659 0.053
O 0.144 2.169 0.572
C 2.056 1.898 -0.847
O 1.777 0.683 -1.181
C 3.180 2.529 -1.371
Br 4.251 1.471 -2.537
C 1.188 -0.727 1.752
C 1.896 -1.075 2.673
C 2.695 -1.492 3.761
C 3.336 -0.544 4.562
C 4.120 -0.948 5.624
C 4.266 -2.298 5.904
C 3.630 -3.246 5.116
C 2.844 -2.851 4.052
H 3.209 0.504 4.329
H 4.623 -0.205 6.231
H 4.882 -2.610 6.737
H 3.756 -4.300 5.337
H 2.344 -3.587 3.439
S -2.284 -2.507 -0.035
C -2.932 -3.882 0.543
N -3.443 -4.861 0.905

Record 7
21
Properties=species:S:1:pos:R:3 method="wB97M-V/def2-TZVPD" total_energy_ev=-15608.505 largest_force_ev_per_a=3.8 e_lumo_ev=0.37 homo_lumo_gap_ev=9.4
C -2.362 -0.904 0.048
C -1.269 -1.680 -0.506
C -2.137 0.378 0.360
C -0.008 -1.369 -0.326
C -0.826 0.938 -0.052
C 0.365 -0.070 0.238
C 2.784 -0.017 -0.169
O -0.980 1.288 -1.413
O -0.395 2.064 0.752
O 0.615 -0.016 1.535
O 1.502 0.564 -0.414
H -3.348 -1.424 0.150
H -1.575 -2.697 -0.813
H -2.877 0.994 0.857
H 0.811 -2.037 -0.642
H 2.965 -0.627 0.697
H 3.655 0.714 0.011
H 3.015 -0.578 -0.990
H -0.124 1.685 -1.643
H 0.360 2.444 0.352
H -0.172 0.351 1.968

Record 8
94
Properties=species:S:1:pos:R:3 method="wB97M-V/def2-TZVPD" total_charge=+3 total_energy_ev=-92326.244 largest_force_ev_per_a=3.8 e_lumo_ev="-9.56 / -9.56" homo_lumo_gap_ev="6.0 / 6.0"
In 0.434 0.246 -0.565
P -0.499 2.682 0.283
P -2.035 -0.359 -1.298
P 2.791 1.602 -1.138
H 0.599 -1.779 -3.647
C 1.387 -1.128 -3.241
C 1.416 -1.184 -1.759
H 0.895 -2.101 -1.421
C -0.800 4.049 -0.898
C -2.058 2.647 1.239
C 0.621 3.420 1.527
C -2.273 -1.954 -2.148
C -3.015 -0.533 0.238
C -2.849 0.893 -2.341
C 4.065 0.918 -2.258
C 3.787 1.883 0.378
C 2.567 3.301 -1.790
H 2.363 -1.484 -3.624
H 2.452 -1.291 -1.400
H -1.271 4.884 -0.359
H -1.474 3.716 -1.698
H 0.140 4.388 -1.348
H -2.262 3.666 1.597
H -1.965 1.981 2.106
H -2.898 2.313 0.616
H 0.073 4.204 2.069
H 1.512 3.860 1.060
H 0.929 2.652 2.250
H -3.023 -2.548 -1.607
H -1.326 -2.515 -2.164
H -2.608 -1.807 -3.187
H -3.959 0.032 0.170
H -2.440 -0.155 1.097
H -3.235 -1.593 0.426
H -3.934 0.702 -2.381
H -2.437 0.844 -3.362
H -2.677 1.907 -1.944
H 5.017 1.411 -2.021
H 3.803 1.110 -3.308
H 4.172 -0.164 -2.108
H 4.713 2.397 0.081
H 4.041 0.919 0.840
H 3.236 2.497 1.100
H 3.499 3.601 -2.293
H 2.337 4.009 -0.991
H 1.751 3.297 -2.528
C 0.005 -0.200 -5.762
C -0.101 0.911 -6.774
C -1.512 1.307 -7.002
C -2.534 0.446 -6.750
C -2.318 -0.754 -6.041
C -1.062 -1.054 -5.506
S 1.426 0.184 -4.951
H 0.534 1.666 -6.249
H 0.397 0.673 -7.734
H -1.672 2.278 -7.483
H -3.552 0.665 -7.099
H -3.153 -1.444 -5.905
H -0.935 -1.929 -4.865
O 0.418 -0.878 1.247
P 0.275 -1.378 2.690
C -0.504 -0.105 3.687
C -1.901 -0.057 3.818
C -2.504 0.983 4.533
C -1.724 1.992 5.099
C -0.330 1.946 4.970
C 0.280 0.902 4.279
C -0.785 -2.812 2.672
C -1.434 -3.201 3.852
C -2.342 -4.263 3.834
C -2.614 -4.931 2.636
C -1.942 -4.561 1.462
C -1.014 -3.525 1.477
C 1.915 -1.764 3.284
C 2.954 -0.842 3.086
C 4.256 -1.160 3.482
C 4.522 -2.408 4.061
C 3.490 -3.331 4.250
C 2.186 -3.014 3.856
H -2.521 -0.847 3.392
H -3.591 0.992 4.647
H -2.197 2.805 5.654
H 0.287 2.727 5.418
H 1.367 0.846 4.212
H -1.245 -2.665 4.782
H -2.840 -4.551 4.760
H -3.344 -5.740 2.617
H -2.144 -5.088 0.525
H -0.473 -3.257 0.570
H 2.751 0.128 2.619
H 5.055 -0.432 3.341
H 5.542 -2.657 4.371
H 3.691 -4.302 4.701
H 1.376 -3.735 3.988